{"formula": "C32H70N2O5P3", "method": "ωB97M-V/def2-TZVPD", "symbols": ["P", "P", "P", "O", "O", "O", "O", "O", "N", "N", "C", "C", "C", "C", "C", "C", "C", "C", "C", "C", "C", "C", "C", "C", "C", "C", "C", "C", "C", "C", "C", "C", "C", "C", "C", "C", "C", "C", "C", "C", "C", "C", "H", "H", "H", "H", "H", "H", "H", "H", "H", "H", "H", "H", "H", "H", "H", "H", "H", "H", "H", "H", "H", "H", "H", "H", "H", "H", "H", "H", "H", "H", "H", "H", "H", "H", "H", "H", "H", "H", "H", "H", "H", "H", "H", "H", "H", "H", "H", "H", "H", "H", "H", "H", "H", "H", "H", "H", "H", "H", "H", "H", "H", "H", "H", "H", "H", "H", "H", "H", "H", "H"], "xyz": [[-5.307369, -2.148164, -2.445222], [-2.279082, 1.489977, 1.957436], [-4.693709, -0.699251, -0.828571], [-4.175905, 0.399740, 0.432155], [-0.269376, -1.142311, -7.862756], [1.942788, -1.209425, -3.915012], [-4.169795, -3.130600, -2.716445], [-3.033731, -1.026714, -1.254889], [2.299912, -0.016665, -6.810869], [-0.839585, 1.033634, 2.470987], [1.623907, 0.600485, -0.875889], [-4.333983, 2.788536, -0.777414], [-2.195319, -3.267315, 2.428776], [5.738218, 1.453838, 1.925329], [-6.202015, 2.708021, 0.950282], [-0.947719, -2.237893, 6.567046], [-1.528523, -1.878307, 5.143016], [-2.087069, -0.403172, -0.351463], [-7.202001, 2.049673, 1.136516], [4.630393, 1.861874, 0.872174], [-0.879504, -0.964796, 7.506978], [3.049850, -1.395945, -4.778607], [2.156095, -1.133289, -7.740502], [2.246486, 0.794070, 0.553017], [-2.947117, -2.490241, 4.830879], [8.625058, 4.027787, 2.971679], [-0.837389, -0.201749, -1.299862], [7.049310, 2.337140, 1.757243], [-4.931676, 3.445012, 0.531481], [0.681846, -1.547444, -4.468432], [3.826242, 0.579707, 0.414952], [-2.963285, -3.617416, 3.741591], [-2.532769, -1.824090, 1.870479], [-1.676140, -1.617166, 0.582189], [0.923151, -0.970828, -8.619163], [3.288475, -0.239166, -5.754957], [0.095546, 1.032474, -0.965397], [-2.814647, 0.850038, 0.268269], [0.399047, -0.992317, 8.458454], [-1.008148, 0.051222, -7.668088], [-2.910765, 2.166820, -0.633111], [7.539905, 2.882768, 3.145137], [8.784032, 4.300017, 1.898252], [-1.236348, -0.109803, -2.340754], [6.700819, 3.315428, 3.740064], [1.406221, 0.165970, -6.372791], [2.055002, -2.087643, -7.210989], [0.121422, -2.537115, 6.407754], [-1.983849, -0.221063, -7.265705], [-2.516560, -4.533932, 4.212288], [1.793038, -0.432735, -1.273517], [-4.616050, 0.253468, -1.912579], [6.830166, 3.169387, 1.052737], [0.739115, -2.376327, -5.178273], [5.059555, 2.353479, -0.032033], [-1.499928, -3.070224, 7.066277], [0.931749, -1.767165, -9.370224], [0.934808, -0.015138, -9.153182], [2.993547, -2.369729, -5.278949], [3.330215, 0.683380, -5.168689], [-5.512211, -1.412544, -3.671790], [0.023346, -1.840572, -3.650179], [-2.486049, 1.896272, -1.636378], [8.320758, 4.950252, 3.517181], [1.837918, 0.012653, 1.232723], [-0.231988, 1.642101, -0.095077], [4.047935, 0.335816, -0.654053], [3.925646, -1.446830, -4.123718], [-1.092030, -3.254438, 2.638923], [4.102828, -0.302681, 1.041730], [4.273953, -0.363533, -6.219574], [-1.785594, -2.538840, -0.043810], [-0.231036, -1.133463, -1.280323], [-4.215907, 3.549407, 1.373206], [-4.029400, -3.861403, 3.515063], [-3.617447, -1.655324, 4.497549], [2.208815, 1.268825, -1.566801], [3.046237, -1.187204, -8.375869], [-2.235378, 2.967324, -0.232503], [1.070151, -0.139135, 8.196546], [-0.410200, 0.456739, 1.746587], [-4.234668, 3.621688, -1.526023], [-5.102058, 2.104561, -1.189762], [0.235305, -0.669801, -4.942194], [-6.059264, -0.362416, -0.438905], [3.947998, 2.602493, 1.353039], [-5.264016, 4.484613, 0.272877], [8.021371, 2.074433, 3.741094], [-6.513407, -2.848769, -2.112572], [7.847586, 1.659918, 1.364926], [-2.213127, -1.125568, 2.685115], [-1.816881, -0.927688, 8.111240], [5.953783, 0.361511, 1.910034], [-1.156383, 0.585014, -8.611129], [5.317197, 1.684416, 2.938930], [-0.764370, -2.096731, 4.356735], [9.601541, 3.689249, 3.398323], [-4.865145, -1.849132, 0.026135], [2.021257, 1.830189, 0.887773], [-2.346662, -4.037253, 1.636907], [-0.515215, 0.708570, -6.945170], [-3.625612, -1.682604, 1.732428], [-0.807859, -0.017208, 6.922453], [-2.270170, 2.925379, 1.968124], [0.024248, -0.865743, 9.504208], [0.964933, -1.946775, 8.385634], [0.041493, 1.715438, -1.855889], [-0.583806, -1.540280, 0.831232], [-1.649982, -0.764703, 5.114954], [-3.378704, -2.843138, 5.803225], [-8.081987, 1.409149, 1.027520], [-3.294038, 1.044789, 2.871414]], "forces_ev_per_a": [[2.3, -1.0, -0.4], [1.6, -1.5, 0.6], [-0.7, 0.1, -0.4], [1.1, -0.1, 0.0], [0.0, 0.3, -0.2], [0.2, -0.2, -0.2], [-1.2, 0.2, 0.0], [-0.4, 1.1, 1.4], [0.1, -0.2, 0.0], [-0.4, 0.2, -0.6], [-0.2, 1.0, 0.3], [0.1, 0.7, -0.1], [0.1, 0.8, 0.2], [0.0, 1.3, -0.1], [0.6, 0.0, -0.1], [0.8, 1.0, -0.6], [-0.4, 0.4, 0.4], [1.0, -2.3, -1.6], [0.1, 0.1, -0.7], [0.2, -1.2, 0.2], [0.5, -0.6, 0.2], [0.2, 0.2, 0.2], [-0.3, 0.3, 0.1], [0.8, -0.9, -1.5], [0.1, 0.5, -0.2], [0.0, -0.3, 0.2], [-0.3, 1.2, 0.3], [-0.4, -1.0, 1.2], [-1.4, -0.1, -0.1], [-0.2, 0.2, 0.3], [-1.0, 0.6, 0.5], [0.1, -0.2, 0.5], [0.8, -0.9, 0.7], [-0.4, 0.6, 0.8], [0.2, -0.4, 0.1], [-0.2, 0.1, 0.0], [0.7, -0.6, -1.4], [-2.1, 0.8, -0.1], [-1.0, 0.3, 0.1], [0.0, -0.2, 0.1], [0.7, -0.4, -0.7], [0.7, 0.9, -0.5], [-0.1, -0.3, 0.8], [0.3, 0.0, 0.9], [0.4, -0.6, -0.5], [0.0, 0.0, 0.0], [0.0, -0.1, -0.1], [-0.9, -0.1, 0.3], [0.1, -0.1, 0.0], [-0.3, 0.6, -0.5], [-0.3, 0.8, 0.5], [-0.3, 0.5, 0.3], [0.4, -0.5, 0.5], [0.1, 0.1, -0.1], [-0.1, -0.3, 0.7], [0.4, 0.6, -0.4], [0.0, 0.0, 0.0], [0.0, 0.1, 0.2], [-0.2, 0.0, -0.1], [0.1, -0.1, 0.0], [-0.7, -0.1, 0.4], [0.1, 0.0, 0.0], [-0.6, 0.4, 0.7], [0.3, -0.6, -0.4], [0.1, 0.9, -0.2], [0.3, -0.6, -0.4], [0.0, 0.1, 0.9], [0.0, 0.0, 0.0], [-0.8, -0.2, -0.2], [0.0, 0.7, -0.5], [0.0, -0.1, 0.0], [0.1, 1.0, 0.2], [-0.5, 0.6, 0.0], [-0.5, -0.3, -0.5], [0.7, 0.2, 0.1], [0.5, -0.7, 0.2], [-0.4, -0.5, 0.6], [0.0, 0.0, 0.0], [-0.4, -0.6, -0.4], [-0.4, -0.8, 0.3], [0.1, 0.0, 0.4], [0.0, -0.7, 0.6], [0.8, 0.2, 0.3], [-0.1, -0.1, -0.2], [0.0, 0.1, -0.5], [0.5, -0.6, -0.4], [0.4, -0.8, 0.3], [-0.6, 0.4, -0.4], [-0.2, 0.3, -0.3], [-0.5, 0.8, -0.1], [-0.2, -0.3, -0.8], [0.7, 0.1, -0.4], [-0.1, 0.8, -0.2], [0.0, 0.1, 0.0], [0.3, -0.4, -0.8], [-0.8, 0.0, 0.6], [-0.7, 0.4, -0.4], [0.7, 0.0, 0.2], [0.0, -0.9, 0.1], [-0.1, 0.5, 0.6], [0.0, 0.2, -0.1], [0.8, -0.2, -0.2], [-0.3, -0.9, 0.2], [-0.8, -0.5, -0.1], [0.7, -0.1, -0.7], [-0.4, 0.6, 0.0], [-0.1, -0.4, 0.8], [-0.8, 0.0, 0.2], [0.2, -0.9, -0.1], [0.2, 0.0, -0.9], [0.9, 0.7, 0.5], [0.0, 0.6, -0.5]], "charge": -1, "multiplicity": 1, "e_lumo_ev": 2.4845, "gap_ev": 7.0, "homo_energy_ev": -4.56}